(1)
ORCA calculation (wB97M-V/def2-TZVPD) on a structure of composition C5H13NO2 at a distorted geometry.

Structure (XYZ):
```
21
Properties=species:S:1:pos:R:3:forces:R:3:lowdin_charge:R:1
C 0.995134 -0.527467 -0.522715 -0.538 -0.241 -0.889 -0.21
N -0.102773 2.170822 -0.866806 -0.528 -0.417 0.524 0.26
C -1.011460 1.249459 -0.364490 0.158 -2.142 -1.631 -0.37
C -0.474334 -0.121157 -0.947385 3.743 2.847 -3.679 -0.26
O -1.059759 -1.364208 -1.830773 -1.362 -0.052 3.917 -0.11
C -0.755796 1.218169 1.185617 0.760 1.307 1.427 -0.01
O 0.896078 -0.423146 2.513501 0.272 0.133 0.421 -0.26
C 1.126062 -1.831162 0.219402 -0.563 -0.470 1.371 -0.11
H 1.444101 -0.726240 -1.503864 0.245 0.247 0.220 0.12
H 1.471776 0.351526 -0.100611 0.129 -0.226 0.265 0.10
H 1.673317 -0.486527 3.101662 -0.447 0.143 -0.106 -0.02
H 0.301911 1.026367 1.342450 -0.203 0.093 -0.051 0.03
H -0.925082 -1.338172 -0.774834 -1.515 -3.216 -1.379 0.06
H -0.273058 0.143242 -1.973454 0.638 1.736 0.378 0.11
H -2.067400 1.335307 -0.656401 -0.056 0.633 0.585 0.17
H -1.018836 2.173959 1.632752 -0.068 0.054 0.107 0.08
H -1.265484 0.415314 1.715447 -0.521 -0.333 -0.498 0.10
H -0.400119 3.152936 -0.870245 -0.527 -0.193 0.250 0.09
H 0.584360 -2.585134 -0.357859 0.283 -0.265 0.146 0.07
H 2.147882 -2.163647 0.407668 0.096 0.156 -0.518 0.08
H 0.724641 -1.788927 1.275354 0.004 0.206 -0.859 0.06
```
Positions in Å, forces in eV/Å.

As for the frontier orbital gap: 3.754 eV. The value obtained for the energy above the lowest of the compared OMol25 structures with the same formula, charge and spin is 1266.7 kJ/mol. The charge is 0.

(2)
ORCA calculation (wB97M-V/def2-TZVPD) on a cluster of 2 separate species, C5H13NO2 in total at a distorted geometry.

Structure (XYZ):
```
21
Properties=species:S:1:pos:R:3:forces:R:3:lowdin_charge:R:1
C 0.139272 0.851118 -1.465018 -2.484 1.105 -1.646 -0.11
C -0.484004 -0.441930 -0.971439 0.509 -3.040 -2.914 -0.29
N -0.448633 -0.682374 0.398749 1.917 -1.811 2.485 -0.16
C 0.775571 -1.076418 0.989727 -3.356 1.065 -0.310 -0.28
O 0.783389 -1.205370 2.177008 1.231 -0.527 1.969 0.02
C -1.542400 -0.331435 1.352067 2.562 -1.900 1.727 -0.18
C -1.358721 1.130705 1.633028 -0.077 0.641 -1.311 -0.07
H -0.416652 1.702210 -0.988143 0.388 -0.516 -0.960 0.07
H 1.172891 1.071064 -1.309362 0.609 -0.638 0.379 0.04
H -0.053117 0.832666 -2.595706 0.303 0.508 1.427 0.10
H 0.112187 -1.384691 -1.546503 -1.497 2.358 1.415 0.16
H -1.565878 -0.622714 -1.269373 1.257 0.774 -0.187 0.13
H 1.642860 -1.205910 0.374855 0.252 -0.169 -0.892 0.11
H -1.461690 -1.052270 2.289149 0.119 1.682 -1.905 0.15
H -2.481738 -0.576604 0.946525 -1.134 -0.021 -0.993 0.09
H -2.295093 1.609239 1.612734 -1.442 0.775 0.747 0.05
H -0.946890 1.515460 0.690467 0.217 0.201 0.733 0.05
H -0.756071 1.482500 2.452908 0.211 -0.378 0.362 0.08
O 2.787062 -0.552452 -1.421060 -7.460 -0.197 -3.920 0.02
H 2.882313 -0.518590 -2.374236 0.577 -0.007 0.197 0.07
H 3.515342 -0.544203 -0.976377 7.298 0.094 3.597 -0.05
```
Positions in Å, forces in eV/Å.

As for the structure (SMILES): CCN(C=O)CC.O. As for the frontier orbital gap: 9.121 eV. The value obtained for the energy above the lowest of the compared OMol25 structures with the same formula, charge and spin is 270.5 kJ/mol. The charge is 0.

(3)
ORCA calculation (wB97M-V/def2-TZVPD) on a cluster of 2 separate species, C5H13NO2 in total at a distorted geometry.

Structure (XYZ):
```
21
Properties=species:S:1:pos:R:3:forces:R:3:lowdin_charge:R:1
C -1.505441 -1.782195 -0.865695 -0.165 -3.861 2.215 -0.12
C -0.110551 -1.213487 -0.597087 0.551 0.891 -3.080 -0.21
C -0.081937 -0.425533 0.672413 -1.789 1.277 2.135 -0.42
C -0.241114 -1.236866 1.956528 -2.796 0.014 -0.609 -0.22
O -1.291196 -1.166993 2.577022 1.373 -0.295 -0.008 0.03
N 1.065362 0.378043 1.033872 1.198 1.676 -0.884 -0.08
C 0.751945 1.817456 0.653232 1.515 -0.541 0.383 -0.11
H -1.665785 -2.239748 -1.792672 0.248 0.084 -2.091 0.04
H -2.476924 -1.431946 -0.565051 0.139 1.802 0.197 0.07
H -1.641705 -2.779011 -0.298242 0.725 1.111 -0.115 0.10
H 0.149796 -0.534015 -1.559195 -0.358 -1.099 2.360 0.15
H 0.698968 -2.027224 -0.625507 -1.248 0.960 0.210 0.13
H -1.045315 0.313521 0.789567 2.223 -1.889 -0.703 0.19
H 0.561076 -1.900646 2.259806 0.604 -0.183 0.272 0.12
H 1.982542 0.045032 0.673448 -1.192 0.355 0.118 0.12
H 1.644010 2.414183 0.278952 -0.877 -0.965 0.652 0.09
H 0.351885 2.336050 1.536208 -0.052 -0.179 -0.326 0.08
H 0.053651 1.722793 -0.164830 -0.156 0.684 0.174 0.03
O 0.725137 2.307933 -2.080412 -1.751 0.747 -0.667 -0.09
H 0.409511 3.208319 -1.813535 1.191 -1.238 -0.400 0.08
H 1.666086 2.194334 -2.068821 0.617 0.648 0.166 0.03
```
Positions in Å, forces in eV/Å.

As for the structure (SMILES): CC[C@@H](C=O)NC.O. As for the frontier orbital gap: 9.336 eV. The value obtained for the energy above the lowest of the compared OMol25 structures with the same formula, charge and spin is 342.2 kJ/mol. The charge is 0.

(4)
ORCA calculation (wB97M-V/def2-TZVPD) on the molecule C5H13NO2 at a distorted geometry.

Structure (XYZ):
```
21
Properties=species:S:1:pos:R:3:forces:R:3:lowdin_charge:R:1
C -0.842105 1.596849 0.363895 0.222 -0.334 0.006 -0.04
C 0.106623 0.410293 0.297050 0.646 -0.727 4.147 -0.56
N 1.268935 0.618885 -0.500664 0.631 -0.009 -0.338 0.08
C 0.704643 0.034975 1.914995 -0.008 1.752 -1.907 -0.19
O 1.811975 -0.809704 1.810038 -0.057 -0.152 0.026 -0.09
C -0.535100 -0.902252 0.068581 -1.896 -0.274 -4.984 -0.10
C -1.109974 -0.971788 -1.577861 0.933 -0.484 2.478 -0.17
O -0.007455 -1.040752 -2.476822 -0.077 -0.047 -0.047 -0.11
H -1.199581 1.851194 -0.633257 -0.065 0.050 -0.063 0.08
H -1.698488 1.373103 0.995060 -0.113 0.038 0.107 0.08
H -0.324692 2.465728 0.770966 0.000 0.067 0.026 0.08
H 1.143210 0.317122 -1.463403 0.010 0.111 0.173 0.07
H 1.596976 1.576616 -0.465218 -0.099 -0.062 -0.065 0.09
H 0.982652 1.011766 2.335316 0.071 -0.006 0.125 0.10
H -0.019724 -0.426867 2.585159 -0.245 -0.049 -0.368 0.11
H 2.304173 -0.509954 1.029597 -0.078 0.055 -0.102 0.07
H 0.175738 -1.724993 0.104692 -0.011 -0.026 0.356 0.11
H -1.407951 -1.057864 0.695166 0.097 -0.067 0.171 0.11
H -1.740836 -1.864463 -1.676564 0.008 0.191 0.017 0.10
H -1.681116 -0.088892 -1.869272 0.079 -0.059 0.258 0.10
H 0.472098 -1.858999 -2.307458 -0.047 0.032 -0.016 0.09
```
Positions in Å, forces in eV/Å.

As for the structure (SMILES): C[C@@](N)(CO)CCO. As for the frontier orbital gap: 9.507 eV. The value obtained for the energy above the lowest of the compared OMol25 structures with the same formula, charge and spin is 204.3 kJ/mol. The charge is 0.

(5)
ORCA calculation (wB97M-V/def2-TZVPD) on a cluster of 3 separate species, C5H13NO2 in total at a distorted geometry.

Structure (XYZ):
```
21
Properties=species:S:1:pos:R:3:forces:R:3:lowdin_charge:R:1
C -2.512725 -1.221623 0.413693 1.005 -3.999 -1.269 0.00
C -1.723302 -1.921231 -0.461093 -0.353 1.217 -0.167 -0.15
C -0.628499 -1.312328 -1.346910 -2.210 -1.773 -0.299 -0.11
C 0.097391 -0.359986 -0.837204 0.176 0.851 2.385 -0.18
C 1.179930 0.475176 -1.357678 2.220 -1.590 -0.589 -0.23
N 2.093017 0.913363 -0.227869 -3.743 1.015 -1.186 0.03
H -3.207820 -1.802594 1.021757 0.037 0.245 -0.170 0.05
H -2.463930 -0.210119 0.588677 0.262 2.236 0.131 0.03
H -1.887453 -3.000325 -0.618032 -0.025 0.565 0.284 0.09
H -0.566485 -1.705395 -2.393448 0.250 0.333 1.059 0.12
H -0.122594 -0.065823 0.231115 -0.056 -0.480 -1.638 0.08
H 1.795194 -0.056735 -2.184589 -0.978 0.771 1.254 0.14
H 0.625577 1.238261 -1.846480 0.196 1.606 -0.361 0.09
H 1.897336 0.404887 0.603526 -0.195 -0.581 0.226 0.01
H 2.992330 0.763394 -0.485785 3.234 -0.340 -0.829 0.02
O 0.749037 -0.434889 1.898716 1.159 0.254 1.314 -0.09
H 0.061072 -1.009355 2.273976 0.656 0.276 0.260 0.07
H 1.484476 -0.220380 2.538981 -1.688 -0.732 -0.491 0.10
O -0.048294 2.921426 0.915555 0.434 -2.317 0.113 -0.08
H 0.289254 3.391650 0.169838 0.289 0.913 -0.744 0.01
H 0.369213 2.026660 0.716514 -0.670 1.531 0.716 0.01
```
Positions in Å, forces in eV/Å.

As for the structure (SMILES): C=C/C=C/CN.O.O. As for the frontier orbital gap: 9.350 eV. The value obtained for the energy above the lowest of the compared OMol25 structures with the same formula, charge and spin is 328.2 kJ/mol. The charge is 0.

Number 1: electronic energy -403.0941 Ha. Number 2: electronic energy -403.4736 Ha. Number 3: electronic energy -403.4463 Ha. Number 4: electronic energy -403.4988 Ha. Number 5: electronic energy -403.4516 Ha.